7 unconnected molecules or ions with the total composition H14O7 at a distorted geometry, computed with ωB97M-V/def2-TZVPD.

Each line ends with the natural charge from an NBO analysis.
Atoms and positions in Å:
1 O -19.8408 -1.7987 1.7499  -0.9518
2 H -20.0346 -2.7066 1.9278  0.4530
3 H -20.2216 -1.5727 0.8643  0.4919
4 O -20.0423 0.8008 0.0413  -0.9547
5 H -19.8424 0.0720 -0.5494  0.4769
6 H -20.1950 1.4529 -0.6528  0.4558
7 O -20.1589 -1.5704 -1.0575  -0.9770
8 H -19.5794 -2.2547 -0.8006  0.4896
9 H -20.2844 -1.6590 -2.0146  0.5102
10 O -16.9249 -2.7810 -2.0503  -0.9463
11 H -17.0631 -3.4893 -1.4447  0.4994
12 H -16.8110 -2.0117 -1.5081  0.4866
13 O -18.8816 -2.2648 -3.6933  -1.0102
14 H -18.1705 -2.4399 -3.0579  0.4994
15 H -18.5250 -2.4876 -4.5903  0.4851
16 O -19.0899 0.4431 -4.3935  -0.9674
17 H -19.0946 -0.4757 -4.1687  0.4863
18 H -18.2544 0.8085 -4.1850  0.4616
19 O -18.3634 -3.7537 0.0870  -0.9749
20 H -18.8707 -4.5786 -0.1431  0.4868
21 H -17.9294 -3.9850 0.9633  0.4997

Computed properties:
Energy relative to the best compared isomer or geometry (same formula, charge and spin) (eV): 1.678
HOMO-LUMO gap (Ha): 0.377
SMILES: O.O.O.O.O.O.O
E_tot (Eh): -535.06218
E_HOMO (eV): -10.48

C7H10 in the gas phase at a distorted geometry, computed with ωB97M-V/def2-TZVPD.

Each line ends with the natural charge from an NBO analysis.
Atoms and positions in Å:
1 C 2.0188 -0.4278 1.7012  -0.4115
2 C 1.5829 0.3535 0.6971  -0.1731
3 C -1.1266 0.2062 0.9955  -0.3764
4 C -0.4579 1.4896 -0.7179  -0.3743
5 C 0.1770 0.6801 0.4038  -0.0839
6 C -0.9668 0.1460 -0.4924  -0.0137
7 C -0.8802 -0.9607 -1.5456  -0.6095
8 H 3.0663 -0.4375 1.7080  0.1987
9 H 1.4663 -0.9071 2.3955  0.1983
10 H 2.1251 1.0154 -0.0180  0.2135
11 H -1.0610 -0.7778 1.6542  0.2071
12 H -1.8726 0.8721 1.2740  0.1984
13 H -1.1941 2.4181 -0.5334  0.1724
14 H 0.1657 1.7008 -1.5095  0.2029
15 H -0.0316 -0.7070 -2.2919  0.2131
16 H -1.9641 -1.0205 -2.0167  0.2236
17 H -0.4821 -1.8166 -1.1317  0.2144

Computed properties:
Energy relative to the best compared isomer or geometry (same formula, charge and spin) (eV): 3.963
HOMO-LUMO gap (Ha): 0.334
SMILES: C=C[C@]12C[C@]1(C)C2
E_tot (Eh): -272.57235
E_HOMO (eV): -8.09

C3H7NO2 in the gas phase at a distorted geometry, computed with ωB97M-V/def2-TZVPD.

Each line ends with the natural charge from an NBO analysis.
Atoms and positions in Å:
1 N -0.2961 -1.2685 -1.1588  -0.8145
2 C -0.0464 -1.0811 0.0858  0.5888
3 O 0.4111 -2.2218 0.6020  -0.6641
4 C -0.1675 0.1515 0.9470  -0.5186
5 C -0.1098 1.4049 0.0739  -0.0549
6 O 1.1167 1.5195 -0.6089  -0.7115
7 H 0.2755 -2.6387 -0.3221  0.5072
8 H -0.7610 -0.5784 -1.7177  0.3619
9 H 0.6390 0.1689 1.6901  0.2440
10 H -1.1156 0.1112 1.4995  0.2438
11 H -0.9632 1.4018 -0.6247  0.1547
12 H -0.2024 2.3014 0.6924  0.1920
13 H 1.2197 0.7293 -1.1584  0.4712

Computed properties:
Energy relative to the best compared isomer or geometry (same formula, charge and spin) (eV): 1.665
HOMO-LUMO gap (Ha): 0.411
SMILES: [H]/N=C(/O)CCO
E_tot (Eh): -323.71977
E_HOMO (eV): -10.34

Question: What is the E_HOMO in the first record?
Answer: -10.48 eV

Question: The highest energy relative to the best compared isomer or geometry (same formula, charge and spin) belongs to which entry?
Answer: C7H10

Question: Which formula does entry 3 have?
Answer: C3H7NO2